Below is a 10-piece molecular cluster, C28H85O37P9 overall at a distorted geometry, with properties calculated with the ωB97M-V functional and the def2-TZVPD basis.

The calculation puts the calculated total energy at -189788.7794 eV. Its HOMO-LUMO gap is 10.24 eV. As for the LUMO energy: 0.08 eV.

```
159
Properties=species:S:1:pos:R:3:forces:R:3:lowdin_charge:R:1
C -4.471166 1.680375 0.223354 2.0211 0.2363 -0.4415 -0.1162
O -5.413626 0.669285 -0.012156 -1.7648 -0.7283 0.6403 -0.2153
P -6.803756 1.059585 -0.685036 -0.0301 -0.0905 0.2615 0.3886
O -6.655236 1.565245 -2.050516 -0.3582 0.8134 0.5425 -0.2184
O -7.603656 -0.313825 -0.653296 0.7141 -0.0651 0.7538 -0.2263
C -8.884536 -0.344255 -1.257646 -0.5342 0.4556 -0.8512 -0.1030
O -7.565866 1.998895 0.415834 0.3330 -0.8160 -0.7604 -0.2202
C -7.820676 1.430345 1.722044 0.2446 0.4890 0.5439 -0.0916
H -4.816756 2.698105 0.041994 -0.1513 -0.1315 -0.1789 0.0960
H -3.636096 1.396645 -0.417156 0.0552 0.6337 -0.4298 0.0694
H -3.963886 1.641835 1.187344 -0.8342 -0.3247 0.5179 0.0920
H -8.963246 -1.240625 -1.872806 -0.0737 -0.1442 0.4182 0.0933
H -9.020326 0.487305 -1.949146 0.2010 0.1401 -0.0689 0.0840
H -9.684646 -0.241835 -0.524546 0.1376 -0.4099 0.1896 0.0904
H -8.001126 0.355395 1.718094 0.0384 0.0880 -0.2755 0.0880
H -8.655186 1.944115 2.199264 -0.2962 0.0033 -0.5924 0.0869
H -6.998226 1.660765 2.399224 0.3848 -0.2346 -0.2500 0.0848
C 1.193834 1.969365 0.720284 0.1948 1.4808 -0.7727 -0.1109
O 1.399354 0.561795 0.805024 -1.0486 -0.6211 0.2833 -0.2073
P 0.126044 -0.403555 0.510834 -2.3133 0.6101 -0.6835 0.5306
O -1.225266 0.288915 0.724764 3.1598 -1.7945 -0.4068 -0.2879
O 0.403334 -1.733875 1.412324 -0.8970 2.1757 -2.2237 -0.2258
C 1.663134 -2.384165 1.159624 0.3960 0.2359 1.8883 -0.0899
O 0.374384 -0.932055 -1.029586 -0.7162 0.5649 0.7961 -0.2558
C -0.225406 -0.256135 -2.226516 1.0167 0.0495 0.9377 -0.0420
H 1.786884 2.379305 -0.097236 0.0253 -0.3433 -0.1910 0.0655
H 1.528044 2.551165 1.579304 0.1686 -0.7529 0.4785 0.0607
H 0.169754 2.295855 0.539304 -0.2012 -0.6087 0.0626 0.0750
H 1.485004 -3.445705 0.987844 0.1010 0.2227 -0.3899 0.0943
H 2.108644 -2.241875 2.144194 0.7223 -0.5698 -0.1794 0.0745
H 2.311114 -1.856085 0.460084 -0.3267 -0.3139 -0.3264 0.0722
H -0.692036 -0.994225 -2.878886 -0.2983 -0.0252 0.5161 0.0860
H 0.587234 0.178605 -2.808516 0.0591 -0.1052 0.3184 0.0545
H -0.870256 0.561675 -1.904896 -0.2264 -0.4315 -0.0905 0.0637
C -1.871026 3.444145 -1.791736 -1.0534 0.4862 -0.3678 -0.1081
O -0.566166 3.681785 -2.252696 2.2444 -0.7141 -1.5016 -0.2463
P 0.038184 2.979485 -3.586026 -1.2760 -0.4407 0.0643 0.5333
O -0.868116 1.877175 -4.078866 1.9817 2.3909 0.1335 -0.2504
O 1.509234 2.467355 -3.081756 -1.5441 1.0757 0.0121 -0.2472
C 2.465464 1.959445 -3.985026 1.0253 -0.6891 -0.4322 -0.1220
O 0.329054 4.286515 -4.540566 -0.7888 -2.7284 0.6320 -0.2061
C 1.157084 5.279825 -3.974646 0.6944 0.8705 0.5451 -0.1233
H -2.274756 4.449845 -1.674786 -0.1039 -0.0934 1.0322 0.0976
H -1.811846 2.796235 -0.917206 -0.3669 0.3009 0.1174 0.0716
H -2.558356 3.053925 -2.542326 0.4146 -0.6707 -0.1502 0.0927
H 3.361884 2.575055 -4.059576 -0.3080 0.6671 0.0309 0.0826
H 2.100974 1.761545 -4.993026 -0.2849 0.0988 0.0926 0.0986
H 2.875974 1.032735 -3.584046 -0.4270 -0.2766 0.0949 0.0844
H 1.224354 5.225655 -2.888066 -0.2399 -0.0794 -0.0855 0.0514
H 0.744804 6.254415 -4.235986 0.0993 -0.0850 -0.0616 0.1031
H 2.181404 5.190115 -4.336336 -0.0657 0.0059 -0.2531 0.0889
C 1.677444 -3.277145 5.211254 -0.7592 1.5575 -0.3668 -0.1015
O 1.125944 -4.446035 4.614744 -0.6118 -0.8548 -0.0270 -0.2318
P -0.400726 -4.917165 4.892694 -0.3821 0.3426 0.1314 0.4548
O -0.969766 -4.500905 6.202414 0.6523 -0.3416 -1.4790 -0.2462
O -1.190026 -4.405995 3.566594 2.1131 -0.5237 1.8911 -0.2470
C -2.590036 -4.602135 3.386954 -0.0444 0.5322 0.1482 -0.0987
O -0.323506 -6.516685 4.673984 -0.1699 0.8933 -0.2155 -0.2118
C 0.711864 -7.283535 5.253434 1.3039 -0.2429 0.6679 -0.1237
H 0.934144 -2.485295 5.118594 -0.2699 0.0490 0.6384 0.0890
H 2.466744 -2.825015 4.610694 0.4160 -0.9031 -0.2308 0.0741
H 2.010664 -3.375035 6.244454 -0.2200 -0.4062 -0.1102 0.0930
H -2.656076 -5.429555 2.680474 -0.7338 0.2871 0.0532 0.0870
H -2.937176 -3.628085 3.042254 -0.2882 -0.4373 -0.6151 0.0888
H -3.123086 -4.754715 4.325404 0.1802 -0.4754 0.0604 0.0913
H 1.466284 -7.558755 4.516404 -0.2133 0.0654 -0.3076 0.0875
H 0.396234 -8.202215 5.747934 -0.7594 0.1103 -0.3371 0.0883
H 1.263704 -6.755225 6.030904 -0.1655 0.3848 0.0278 0.0826
C 7.321294 -2.292125 4.042474 0.2567 -1.6654 0.9729 -0.1136
O 7.297334 -1.399635 2.972414 -0.6948 0.9919 -1.6640 -0.2039
P 6.071354 -1.202365 1.954154 0.9233 -0.7652 -1.1277 0.4847
O 4.723184 -1.130465 2.560614 1.2740 0.1151 -0.8512 -0.2248
O 6.560004 0.071735 1.070184 -2.0235 -1.2502 1.7053 -0.2505
C 7.743104 0.023845 0.335794 1.8569 0.9951 -0.2150 -0.1217
O 6.343674 -2.407955 0.851874 -0.3828 1.0519 1.7312 -0.2349
C 5.552694 -2.454685 -0.325906 -0.6730 -0.1313 -0.3515 -0.1100
H 6.543294 -3.053345 3.984484 -0.4474 0.3730 0.1486 0.0918
H 7.342454 -1.792715 5.011104 -0.4210 0.2462 -0.2015 0.0957
H 8.225294 -2.900765 4.021454 0.3343 0.3013 -0.3595 0.0898
H 7.592684 0.186365 -0.731476 -0.4285 -0.3947 -0.0295 0.0945
H 8.378224 -0.842465 0.520804 -0.3616 -0.1844 -0.0633 0.0950
H 8.313124 0.892805 0.664554 0.2056 0.0269 -0.0031 0.1000
H 6.189814 -2.843005 -1.120516 -0.1615 0.0684 0.0266 0.0972
H 5.102594 -1.505555 -0.616856 0.5311 0.4625 0.0221 0.0755
H 4.663654 -3.074085 -0.207376 0.2554 -0.4975 0.2349 0.0834
C 4.187054 5.935575 2.750324 -0.0319 -0.0663 -0.6971 -0.0489
O 3.744404 4.846855 1.852304 0.9052 -0.5940 -0.1068 -0.2561
P 4.931844 4.023885 1.115154 1.0205 1.6382 0.0890 0.4552
O 5.924594 4.932855 0.426834 -1.5710 -2.1782 1.3825 -0.2495
O 5.564084 3.113645 2.279474 -0.2273 -0.1328 -0.8227 -0.2212
C 4.783934 2.130475 3.036894 -0.0772 0.5447 -0.3670 -0.0395
O 4.124454 3.026205 0.135414 -0.7633 1.4334 2.1778 -0.2484
C 4.828014 2.063805 -0.583666 0.8603 -0.2462 -1.4672 -0.1043
H 3.915414 5.716055 3.782854 -0.2105 -0.1530 -0.2251 0.0740
H 3.707074 6.838845 2.373714 -0.0957 -0.1261 0.1923 0.0859
H 5.264064 6.098825 2.711674 0.0011 -0.2366 -0.2021 0.0855
H 4.686104 2.546795 4.039494 0.0106 -0.3221 -0.0065 0.0971
H 5.266114 1.153375 3.007304 0.2558 0.4980 0.1938 0.0454
H 3.797034 1.963865 2.605174 -0.0710 0.2614 -0.0827 0.0807
H 4.619194 1.021185 -0.343986 -0.3729 0.2348 0.5417 0.0841
H 5.899624 2.232635 -0.477536 0.0820 -0.1304 -0.2092 0.0853
H 4.520614 2.243435 -1.613876 0.3317 -0.2671 -0.2332 0.0862
C -6.274026 -6.123505 -0.941006 -0.1104 -0.2463 -0.1026 -0.0842
O -4.905266 -5.832365 -1.303136 0.7502 0.5392 1.2332 -0.2369
P -4.071746 -4.730395 -0.451046 0.6617 0.1443 -0.8956 0.4494
O -4.563566 -4.368215 0.889794 0.2427 -0.4940 -0.5004 -0.2342
O -4.128746 -3.535285 -1.510696 -0.0887 0.8262 0.6673 -0.2345
C -3.896926 -2.165935 -1.074296 0.4669 0.4259 -0.7288 -0.0630
O -2.516846 -5.238655 -0.552016 -1.2471 -0.0021 0.5463 -0.2265
C -1.401496 -4.517375 0.038204 -0.3247 0.7013 -0.1320 -0.0856
H -6.642576 -6.797105 -1.714656 0.1130 0.0553 0.0017 0.0814
H -6.925596 -5.249985 -0.918266 0.3191 0.2570 -0.0958 0.0898
H -6.369856 -6.623275 0.022914 0.3534 0.0489 0.0277 0.0881
H -2.948556 -1.806945 -1.474096 0.4840 -0.4658 0.2026 0.0710
H -3.905206 -2.005055 0.003734 -0.2585 -0.3404 -0.0891 0.0889
H -4.571966 -1.476625 -1.581526 -0.6664 -0.4758 0.2700 0.0812
H -0.742956 -5.170245 0.611084 -0.2266 -0.3697 -0.3597 0.0903
H -1.661286 -3.711645 0.724784 -0.6473 -0.1324 0.1126 0.0729
H -0.867326 -4.001785 -0.759876 0.1666 -0.3399 -0.1810 0.0800
C -5.646796 -3.754355 -4.675236 -0.8997 0.1098 -0.5806 -0.0885
O -4.778546 -4.399715 -5.639376 0.1617 -1.2096 1.0750 -0.2050
P -4.024706 -5.755935 -5.157766 1.7795 1.2424 -0.1765 0.4305
O -3.157826 -6.312595 -6.210746 -0.7261 0.2141 0.4710 -0.2387
O -3.165456 -5.281145 -3.847056 -1.7157 -0.7518 -1.0232 -0.2387
C -1.984306 -4.522225 -3.952836 1.0342 0.1355 0.7867 -0.1124
O -5.142856 -6.720875 -4.577586 0.1884 1.1986 0.3041 -0.2075
C -4.871286 -8.007915 -4.053806 -0.1237 -1.3328 -0.1657 -0.1002
H -5.484086 -2.678045 -4.618756 0.8638 -0.1538 0.1474 0.0905
H -5.633826 -4.238375 -3.698686 0.2028 0.1951 -0.0430 0.0670
H -6.654606 -3.781855 -5.089566 -0.1406 -0.4854 0.0711 0.0842
H -1.281846 -4.999235 -3.269386 0.2494 -0.1869 -0.2118 0.0834
H -2.090396 -3.526225 -3.522896 -0.5901 0.1802 -0.2164 0.0742
H -1.526176 -4.439315 -4.938406 -0.3870 -0.2807 -0.1523 0.0925
H -5.791976 -8.580395 -4.166486 -0.0298 0.0763 -0.0931 0.0900
H -4.604406 -8.075195 -2.999126 0.0980 0.8230 0.0474 0.0841
H -4.101436 -8.532745 -4.619486 0.0829 0.2325 -0.1597 0.0908
C 1.369464 5.654765 0.086624 -1.0817 0.0708 -0.0955 -0.1091
O 2.186524 6.809835 0.227694 1.3169 1.4966 -1.7161 -0.2358
P 2.681174 7.682745 -1.120196 -0.6139 0.2779 0.5024 0.5122
O 3.628514 8.801275 -0.866296 -1.0926 -1.7918 0.2673 -0.2294
O 3.134004 6.589135 -2.208626 -1.9671 1.8300 0.3712 -0.2363
C 4.393334 6.016315 -2.105326 1.4790 -1.3080 0.6548 -0.1128
O 1.282034 8.181885 -1.781476 0.6439 -0.8055 0.2582 -0.2305
C 0.745324 9.399175 -1.261926 -0.1883 0.7520 0.6680 -0.1114
H 1.929084 4.721265 0.027424 0.1721 0.2341 -0.1212 0.0668
H 0.658614 5.755245 -0.733556 0.3204 -0.0596 -0.4642 0.0728
H 0.690764 5.619455 0.938814 0.3743 -0.0395 0.4125 0.0934
H 4.764104 5.708895 -3.083136 -0.2372 0.2043 -0.1142 0.0962
H 4.287214 5.127415 -1.483476 0.2915 -0.0919 -0.0687 0.0610
H 5.137714 6.653075 -1.627266 -0.1252 0.1636 -0.0629 0.0918
H 0.862334 9.469785 -0.180526 0.5078 -0.0135 0.0523 0.0850
H -0.335676 9.496475 -1.362286 0.0019 -0.6720 -0.7015 0.0863
H 1.204044 10.262215 -1.744446 0.1392 -0.1353 0.0789 0.0917
C 1.047544 4.248965 4.246354 -0.6805 -0.1986 1.1783 -0.1126
O 0.720064 3.561075 5.505694 0.7715 0.1438 -1.3865 -0.1271
H 2.023894 4.719305 4.363154 -0.3617 0.2897 0.2769 0.0582
H 1.143854 3.654925 3.337544 -0.2363 -0.6958 0.2992 0.0458
H 0.211484 4.932935 4.100424 0.5005 0.5659 -0.3537 0.0804
H -0.224826 3.392405 5.487434 -0.0122 -0.1010 0.0061 0.0629
```
Positions in Å, forces in eV/Å.